[1]
Density functional theory data (the ωB97M-V functional and the def2-TZVPD basis) for a structure of composition C25H43BeCl2F5N3O4Si in a non-equilibrium geometry.

Computed properties:
net charge	-1
highest occupied orbital energy	-1.4	eV
lowest unoccupied orbital energy	2.388	eV

Geometry (Å):
1 C -1.7409 -0.3132 -4.1574
2 C -0.8723 -0.9311 -3.1057
3 H -1.1629 0.4075 -4.7335
4 H -2.5857 0.2109 -3.7172
5 H -2.1235 -1.0847 -4.8588
6 C 0.0318 -1.8768 -3.4587
7 C 0.4082 -2.2113 -4.8575
8 H 0.4997 -2.5124 -2.7161
9 H 1.0016 -1.4006 -5.3100
10 H -0.4519 -2.3827 -5.5279
11 H 1.0379 -3.1210 -4.8635
12 Be 0.9273 1.6267 -1.0644
13 Cl 2.0051 3.1632 -1.9020
14 C -0.2388 -1.5663 2.6498
15 O 0.5863 -0.8061 2.2407
16 N -0.0870 -2.7135 3.3047
17 C 1.2607 -3.2060 3.5361
18 C -1.2026 -3.6031 3.6520
19 H -1.5217 -1.2802 2.4818
20 H 1.9735 -2.3888 3.4747
21 H 1.5147 -3.9940 2.8237
22 H 1.2845 -3.6532 4.5259
23 H -2.1633 -3.1579 3.3661
24 H -1.1748 -3.7850 4.7353
25 H -1.0631 -4.5734 3.1545
26 H 1.7723 2.5980 4.3659
27 H -0.4175 3.0114 4.7155
28 C 1.7610 2.3204 3.3047
29 C -0.5025 3.3249 3.6585
30 N 0.3792 2.4858 2.8364
31 H 2.0548 1.2751 3.1759
32 C 0.0618 2.1508 1.5713
33 O 0.9005 2.0624 0.6290
34 H -1.5450 3.2178 3.3221
35 H -1.0212 1.9794 1.4246
36 H 2.4440 2.9710 2.7302
37 H -0.2129 4.3868 3.5777
38 H 2.1935 -0.2769 -3.5343
39 H 2.7613 -3.1660 -2.2918
40 C 3.2177 -0.3734 -3.1430
41 C 3.5940 -2.5425 -1.9150
42 N 3.2088 -1.1280 -1.8907
43 H 3.6182 0.6345 -2.9661
44 C 2.7852 -0.5178 -0.7739
45 O 2.3198 0.6394 -0.7748
46 H 3.8350 -2.8732 -0.8939
47 H 2.9113 -1.1012 0.1565
48 H 3.8275 -0.9280 -3.8690
49 H 4.4522 -2.6828 -2.5881
50 O -0.4726 0.5590 -1.0471
51 C -1.1306 -0.5331 -1.6442
52 C 0.1881 -2.3397 -0.4227
53 C -1.0393 -1.7550 -0.7275
54 H 1.0854 -1.8005 -0.7265
55 C 0.2757 -3.6317 0.0951
56 H -2.2102 -0.2415 -1.6223
57 C -2.2034 -2.4035 -0.3232
58 H 1.2578 -4.1084 0.2169
59 C -0.9074 -4.3187 0.3878
60 C -2.1385 -3.6820 0.2322
61 H -3.1554 -1.9233 -0.5397
62 H -0.8616 -5.3421 0.7691
63 H -3.0642 -4.1868 0.5283
64 Si -0.1482 4.0404 -1.5072
65 Cl -0.5051 2.1469 -2.8577
66 C 0.7841 5.2444 -0.2834
67 C -1.6897 3.8812 -0.4054
68 C -0.3676 5.3038 -2.8797
69 H 1.3680 4.7293 0.5056
70 H 0.0624 5.9171 0.1804
71 H 1.4683 5.8785 -0.8674
72 H 0.1851 5.0245 -3.7768
73 H -0.0233 6.3052 -2.5712
74 H -1.4267 5.4080 -3.1397
75 H -2.0177 2.8407 -0.2571
76 H -2.4896 4.4088 -0.9466
77 H -1.5911 4.3800 0.5791
78 F -3.5499 -1.6965 2.1809
79 C -2.6071 -0.7546 2.4502
80 F -2.5778 0.1638 1.4363
81 C -2.7703 -0.1039 3.8002
82 F -3.8013 0.7551 3.9005
83 F -2.8711 -1.0499 4.7614
84 F -1.5973 0.5696 4.0211


[2]
Density functional theory data (the ωB97M-V functional and the def2-TZVPD basis) for a structure of composition C25H43Cl2CrF5N3O4Si in a non-equilibrium geometry.

Computed properties:
highest occupied orbital energy (spin up / spin down)	-8.2 / -8.2	eV
lowest unoccupied orbital energy (spin up / spin down)	-0.282 / 0.260	eV
2S+1	4
expectation value of S²	3.829

Geometry (Å):
1 C -1.6657 -3.4443 -1.6320
2 C -0.6030 -3.5845 -2.6636
3 H -2.5083 -2.9030 -2.0782
4 H -1.3003 -2.8399 -0.7978
5 H -2.0320 -4.3980 -1.2232
6 C -0.8974 -3.8843 -3.9465
7 C -2.2472 -4.1066 -4.5112
8 H -0.0750 -4.0227 -4.6385
9 H -2.9625 -3.3224 -4.2470
10 H -2.6957 -5.0580 -4.1935
11 H -2.1763 -4.1028 -5.6048
12 Cr 1.8434 -2.1820 0.3556
13 Cl 3.6599 -3.3660 0.6758
14 C 3.3869 0.0212 1.1891
15 O 2.3536 -0.2427 0.4912
16 N 3.7759 1.2546 1.4500
17 C 2.9455 2.4285 1.1815
18 C 5.1309 1.4671 1.9252
19 H 4.0174 -0.8206 1.5414
20 H 2.0060 2.3772 1.7404
21 H 2.7526 2.5279 0.1107
22 H 3.5119 3.2885 1.5253
23 H 5.3298 0.8098 2.7852
24 H 5.2351 2.5064 2.2327
25 H 5.8629 1.2656 1.1284
26 H 0.3470 3.6413 5.1090
27 H -0.3912 3.5574 7.4932
28 C -0.7069 3.6698 4.8075
29 C -1.4310 3.5197 7.1391
30 N -1.5083 2.9931 5.7967
31 H -0.8611 3.2033 3.8385
32 C -2.2879 1.9272 5.5011
33 O -2.4295 1.4501 4.3751
34 H -2.0327 2.8489 7.7585
35 H -2.8081 1.5143 6.3916
36 H -0.9946 4.7260 4.7735
37 H -1.8257 4.5435 7.1904
38 H -5.2410 0.5595 2.7199
39 H -4.0881 0.6878 -0.1201
40 C -5.5305 1.5277 2.2811
41 C -4.5375 1.6726 0.0255
42 N -4.4918 2.0483 1.4119
43 H -5.6773 2.2367 3.1030
44 C -3.3902 2.6303 1.9318
45 O -2.3648 2.9096 1.3173
46 H -3.9897 2.3896 -0.5841
47 H -3.5470 2.8693 2.9990
48 H -6.4708 1.4046 1.7276
49 H -5.5931 1.6340 -0.2643
50 O 1.0033 -3.0138 -0.9690
51 C 0.8885 -3.5250 -2.2625
52 C 1.4171 -2.0693 -4.2752
53 C 1.8690 -2.8401 -3.2095
54 H 0.3545 -1.8199 -4.3514
55 C 2.2919 -1.6621 -5.2917
56 H 1.1845 -4.5870 -2.2260
57 C 3.2468 -2.9301 -2.9804
58 H 1.8950 -1.1431 -6.1781
59 C 3.6657 -1.8850 -5.1427
60 C 4.1333 -2.5031 -3.9741
61 H 3.6153 -3.3266 -2.0310
62 H 4.3706 -1.6210 -5.9476
63 H 5.2134 -2.6159 -3.8363
64 Si -0.2978 1.5573 -2.5234
65 Cl -1.8588 0.4022 -1.8268
66 C -0.6013 1.4784 -4.4040
67 C 1.3418 0.6635 -2.2798
68 C -0.1312 2.9193 -1.2445
69 H 0.3071 1.4951 -5.0426
70 H -1.3293 2.1791 -4.8159
71 H -1.0292 0.4606 -4.5469
72 H 0.6760 3.6435 -1.4567
73 H 0.1205 2.4027 -0.2966
74 H -1.0517 3.4929 -1.0776
75 H 1.7840 0.3064 -3.2151
76 H 1.0323 -0.2068 -1.6522
77 H 2.1065 1.2458 -1.7542
78 F -0.9155 -2.1029 1.4404
79 C 0.3582 -1.8516 1.9123
80 F 0.3967 -0.5351 2.3492
81 C 0.6947 -2.7580 3.1076
82 F -0.1590 -2.5592 4.1411
83 F 0.6629 -4.0830 2.7950
84 F 1.9478 -2.4419 3.5469


[3]
Density functional theory data (the ωB97M-V functional and the def2-TZVPD basis) for a structure of composition C25H43Cl2F3N3O6SiYb in a non-equilibrium geometry.

Computed properties:
highest occupied orbital energy (spin up / spin down)	-6.6 / -6.6	eV
lowest unoccupied orbital energy (spin up / spin down)	-0.115 / -0.872	eV
2S+1	2
expectation value of S²	0.751

Geometry (Å):
1 C 5.6539 4.2283 1.2665
2 C 6.8267 3.4395 0.8280
3 H 5.5221 4.1359 2.3619
4 H 4.7357 3.8457 0.7531
5 H 5.7915 5.2998 1.0138
6 C 8.0438 3.7849 1.3081
7 C 8.2503 4.8772 2.2977
8 H 8.9497 3.3145 0.9539
9 H 7.5533 4.7973 3.1450
10 H 8.1081 5.8796 1.8616
11 H 9.2699 4.8150 2.7027
12 Yb 2.2367 0.8250 -0.8883
13 Cl 3.4256 3.0599 -0.6761
14 C 3.0427 -1.2498 -3.0961
15 O 3.0597 -1.0316 -1.8533
16 N 3.4188 -2.4257 -3.6159
17 C 3.6353 -3.5648 -2.7299
18 C 3.9514 -2.4770 -4.9691
19 H 2.7153 -0.4929 -3.8278
20 H 2.7895 -3.6837 -2.0422
21 H 4.5560 -3.4643 -2.1369
22 H 3.7194 -4.4638 -3.3448
23 H 3.3455 -1.8176 -5.5978
24 H 3.8970 -3.5049 -5.3369
25 H 4.9985 -2.1301 -5.0144
26 H -1.7741 -3.4016 -1.1248
27 H -3.6229 -1.5747 -1.0264
28 C -1.3596 -2.8958 -0.2347
29 C -3.0481 -1.0436 -0.2536
30 N -1.6526 -1.4714 -0.2899
31 H -0.2719 -3.0434 -0.2132
32 C -0.6561 -0.5770 -0.2658
33 O 0.5604 -0.8418 -0.4021
34 H -3.0814 0.0273 -0.4569
35 H -0.9828 0.4597 -0.1346
36 H -1.8089 -3.3218 0.6794
37 H -3.4769 -1.2220 0.7414
38 H 0.9146 3.1260 4.8755
39 H 3.9609 1.7954 3.2169
40 C 1.1197 2.0455 4.9557
41 C 3.3398 1.3049 3.9925
42 N 1.8967 1.5746 3.7870
43 H 0.1588 1.5139 4.9928
44 C 1.3067 1.3105 2.6102
45 O 1.7844 1.2968 1.4706
46 H 3.5318 0.2134 3.9903
47 H 0.1021 1.0075 2.8209
48 H 1.6940 1.8628 5.8749
49 H 3.6520 1.6712 4.9858
50 O 5.6513 1.3335 0.4802
51 C 6.5872 2.2717 -0.1140
52 C 8.7737 1.0718 0.3292
53 C 7.8790 1.6202 -0.5918
54 H 8.5662 1.1271 1.4014
55 C 9.9643 0.4715 -0.1005
56 H 6.0490 2.6816 -0.9799
57 C 8.2097 1.6182 -1.9502
58 H 10.6331 0.0127 0.6346
59 C 10.3149 0.5309 -1.4493
60 C 9.4358 1.1065 -2.3756
61 H 7.4737 2.0515 -2.6251
62 H 11.2941 0.1766 -1.7670
63 H 9.7014 1.2000 -3.4294
64 Si 5.5622 -0.3676 0.6401
65 Cl -1.0043 -0.0130 3.1117
66 C 6.9542 -1.0215 1.7374
67 C 5.9307 -0.9125 -1.1300
68 C 4.0641 -1.0968 1.4517
69 H 7.9456 -1.1087 1.2721
70 H 6.6363 -2.0343 2.0375
71 H 7.0556 -0.4004 2.6399
72 H 4.4774 -2.0087 1.9656
73 H 3.2899 -1.4527 0.7578
74 H 3.5992 -0.4412 2.2121
75 H 7.0006 -0.8383 -1.4006
76 H 5.3775 -0.3073 -1.8677
77 H 5.6405 -1.9653 -1.2582
78 F -2.1370 1.8148 -2.8109
79 C -1.0168 1.3870 -3.4422
80 F -1.1737 0.0501 -3.7067
81 F -0.9462 2.0494 -4.6409
82 C 0.3399 1.5598 -2.6097
83 O 0.2565 2.0555 -1.4470
84 O 1.4047 1.1478 -3.1382


[4]
Density functional theory data (the ωB97M-V functional and the def2-TZVPD basis) for a structure of composition C25H43Cl3DyN5O4Si in a non-equilibrium geometry.

Computed properties:
highest occupied orbital energy (spin up / spin down)	-5.8 / -5.8	eV
lowest unoccupied orbital energy (spin up / spin down)	-0.864 / -0.883	eV
2S+1	6
expectation value of S²	9.331

Geometry (Å):
1 C 2.9090 -2.7573 -2.8409
2 C 2.3650 -1.8825 -3.9142
3 H 2.6053 -3.8059 -2.9879
4 H 2.4521 -2.3853 -1.8329
5 H 4.0120 -2.7054 -2.8236
6 C 2.2146 -2.3085 -5.1942
7 C 2.5723 -3.6845 -5.6675
8 H 1.9088 -1.6203 -5.9912
9 H 2.1814 -4.4801 -5.0105
10 H 3.6627 -3.8400 -5.7677
11 H 2.1421 -3.8240 -6.6721
12 Dy 0.7380 0.4549 2.7643
13 Cl 2.5666 1.2148 4.2897
14 Cl 2.1997 1.3934 0.7932
15 C -0.1362 3.1869 2.0147
16 O -0.6915 2.0881 2.3284
17 N -0.6937 4.0820 1.2171
18 C -2.0872 3.9430 0.7355
19 C 0.1879 5.0673 0.5842
20 H 0.8876 3.4221 2.3617
21 H -2.7017 3.4993 1.5313
22 H -2.1409 3.2973 -0.1601
23 H -2.4550 4.9484 0.4834
24 H 1.1086 5.1395 1.1739
25 H -0.2940 6.0484 0.5334
26 H 0.4809 4.7401 -0.4236
27 H -0.1160 -5.3547 3.1146
28 H -0.3191 -3.3910 0.3260
29 C -1.1487 -4.9883 2.9618
30 C -1.2939 -3.6597 0.8113
31 N -1.1569 -3.6930 2.2662
32 H -1.6072 -4.8642 3.9556
33 C -0.7986 -2.5913 2.9368
34 O -0.4960 -1.4941 2.3696
35 H -2.0275 -2.8847 0.5477
36 H -0.7746 -2.7106 4.0347
37 H -1.7133 -5.7302 2.3803
38 H -1.6264 -4.6557 0.4933
39 O 1.0894 -0.3622 -2.4918
40 C 2.0331 -0.4300 -3.5379
41 C 0.3338 0.0941 -5.3423
42 C 1.5237 0.4225 -4.6807
43 H -0.1858 -0.8430 -5.1153
44 C -0.1497 0.9384 -6.3543
45 H 2.9612 -0.0278 -3.1030
46 C 2.2327 1.5746 -5.0134
47 H -1.0782 0.6842 -6.8882
48 C 0.5813 2.0839 -6.6993
49 C 1.7744 2.4064 -6.0350
50 H 3.1629 1.7616 -4.4792
51 H 0.1895 2.7716 -7.4585
52 H 2.3543 3.2881 -6.3234
53 Si -0.3065 0.3397 -1.9171
54 Cl 1.1245 -2.2399 -0.8494
55 C -1.7674 -0.2606 -2.8806
56 C 0.0180 2.1845 -2.1241
57 C -0.8120 0.1474 -0.1168
58 H -1.8328 0.2522 -3.8518
59 H -2.6767 -0.0466 -2.2932
60 H -1.6746 -1.3486 -3.0252
61 H -1.1171 -0.8733 0.1775
62 H -1.5913 0.8927 0.1648
63 H 0.1739 0.4029 0.3434
64 H 0.3072 2.4176 -3.1588
65 H 0.8366 2.5047 -1.4597
66 H -0.8835 2.7654 -1.8800
67 C 0.3756 -0.0348 8.0449
68 N -0.5016 0.1947 6.9168
69 C -1.6540 0.8892 7.1187
70 C -2.5020 1.0959 6.0682
71 C -2.0612 0.6407 4.8031
72 N -0.7874 0.2624 4.6110
73 C -0.1634 -0.3497 5.6854
74 O 0.6465 -1.2818 5.5619
75 N -2.8748 0.6136 3.7176
76 H -0.2279 0.1027 8.9457
77 H 1.2110 0.6794 8.0541
78 H 0.7943 -1.0426 8.0220
79 H -1.8525 1.1752 8.1546
80 H -3.4845 1.5397 6.1639
81 H -3.8654 0.7648 3.8823
82 H -2.5899 0.0360 2.9206


Record order is preserved below.
Relative energy (zero: lowest compared OMol25 entry of this formula, charge and spin): 487.08; 328.12; 0.00; 152.03 kJ/mol